No. 1
Entry from the Open Molecules 2025 dataset: 4 unconnected molecules or ions with the total composition C5H17NO4S (ωB97M-V/def2-TZVPD).

Cartesian coordinates (Å):
O  -0.22  -0.64  -2.67
C  0.26  0.14  -1.87
N  0.17  0.27  -0.49
C  0.24  1.63  0.07
C  1.07  1.94  1.32
C  1.62  0.93  2.30
S  0.56  -0.09  3.48
C  1.39  0.96  -2.48
H  -0.54  -0.31  0.07
H  0.58  2.46  -0.65
H  -0.82  1.87  0.40
H  2.01  2.54  0.92
H  0.44  2.72  1.95
H  2.16  0.15  1.74
H  2.37  1.46  2.93
H  -0.75  0.22  3.04
H  2.34  0.64  -1.96
H  1.24  0.98  -3.57
H  1.49  2.04  -2.11
H  -1.98  -1.38  -1.65
H  -3.23  -0.80  -2.20
O  -2.83  -1.09  -1.36
H  -2.67  -0.66  1.56
H  -3.07  0.42  0.75
O  -2.34  0.22  1.40
H  0.77  -2.92  -3.47
H  0.33  -3.25  -2.15
O  0.62  -3.51  -2.85

Results
LUMO (eV): 0.43
Highest occupied orbital energy (eV): -9.01

These are the Mulliken partial charges, in e, on atoms 1 to 5: -0.611, 0.541, 0.032, -0.560, -0.431

No. 2
Entry from the Open Molecules 2025 dataset: 4 unconnected molecules or ions with the total composition C5H17NO4S (ωB97M-V/def2-TZVPD).

Cartesian coordinates (Å):
C  -1.47  1.71  -1.73
C  -0.81  2.47  -0.60
S  0.68  3.46  -1.34
C  -1.12  0.29  -1.95
N  -1.08  -0.44  -0.63
C  -0.85  -1.88  -0.94
C  -0.74  -2.58  0.40
O  -0.43  -3.74  0.58
H  -1.73  2.34  -2.61
H  -2.48  1.42  -1.44
H  -1.46  3.11  -0.15
H  -0.37  1.74  0.10
H  1.90  2.98  -0.78
H  -0.21  0.27  -2.59
H  -1.96  -0.15  -2.64
H  -0.42  -0.23  0.02
H  0.15  -2.09  -1.27
H  -1.44  -2.34  -1.74
H  -1.08  -2.04  1.28
H  2.38  -1.97  0.88
H  1.28  -1.65  1.74
O  1.71  -1.20  1.04
H  -0.34  -3.20  2.50
H  -0.78  -2.25  3.39
O  0.12  -2.54  2.96
H  1.46  0.79  2.06
H  2.87  0.53  2.30
O  2.20  1.27  2.13

Results
⟨S²⟩: 0.754
LUMO (spin up / spin down) (eV): -4.05 / -8.86
2S+1: 2
Charge: +1
Highest occupied orbital energy (spin up / spin down) (eV): -12.89 / -12.88

These are the Mulliken partial charges, in e, on atoms 1 to 5: -0.813, -0.221, 0.197, -0.626, -0.348

No. 3
Entry from the Open Molecules 2025 dataset: 4 unconnected molecules or ions with the total composition C5H17NO5 (ωB97M-V/def2-TZVPD).

Cartesian coordinates (Å):
O  -0.48  1.00  1.72
C  0.46  0.41  2.19
C  0.88  -1.00  1.71
C  0.84  -0.99  0.19
C  2.04  -0.23  -0.39
C  1.67  0.74  -1.51
O  1.42  2.02  -0.93
N  -0.18  -1.74  2.44
H  1.06  0.86  3.00
H  1.82  -1.34  2.12
H  0.96  -2.03  -0.13
H  -0.12  -0.65  -0.19
H  2.52  0.41  0.36
H  2.77  -0.94  -0.79
H  0.76  0.39  -2.00
H  2.48  0.80  -2.25
H  0.74  2.44  -1.46
H  -1.04  -1.90  1.93
H  0.17  -2.65  2.71
H  -1.91  -0.98  0.23
H  -3.16  -0.16  0.18
O  -2.67  -0.81  -0.33
H  -1.79  1.23  -0.82
H  -2.06  2.03  0.54
O  -2.21  1.99  -0.41
H  -1.93  1.12  -2.77
H  -1.67  -0.38  -2.41
O  -1.37  0.36  -2.93

Results
LUMO (eV): 0.61
Highest occupied orbital energy (eV): -9.63

These are the Mulliken partial charges, in e, on atoms 1 to 5: -0.407, -0.217, -0.025, 0.171, -0.865

No. 4
Entry from the Open Molecules 2025 dataset: a molecular structure, C5H17O7Ti (ωB97M-V/def2-TZVPD).

Cartesian coordinates (Å):
Ti  -1.50  0.70  0.32
O  -2.99  -1.93  2.87
H  -2.96  -2.84  2.54
O  -3.95  2.85  2.02
H  -3.29  3.53  2.25
C  3.94  1.75  3.55
C  2.46  1.45  3.31
O  2.15  0.52  2.54
O  1.59  2.00  4.03
H  4.13  2.70  4.05
H  4.56  1.78  2.65
H  4.36  0.91  4.11
C  1.16  -4.71  -0.37
O  1.30  -5.64  0.64
H  0.49  -3.90  -0.07
H  2.12  -4.37  -0.73
H  0.58  -5.22  -1.14
H  1.47  -6.48  0.21
C  -3.59  -1.60  -3.68
O  -3.85  -0.68  -2.66
H  -3.06  -2.45  -3.25
H  -4.43  -2.05  -4.21
H  -3.08  -1.05  -4.48
H  -4.32  0.03  -3.11
C  1.38  4.12  -1.67
O  0.33  3.50  -2.21
H  2.05  4.37  -2.50
H  1.12  5.08  -1.24
H  1.95  3.53  -0.95
H  -0.12  4.07  -2.83

Results
⟨S²⟩: 3.757
LUMO (spin up / spin down) (eV): 4.13 / 3.85
2S+1: 4
Charge: -2
Highest occupied orbital energy (spin up / spin down) (eV): -0.59 / -0.42

These are the Mulliken partial charges, in e, on atoms 1 to 5: 0.795, -0.993, 0.098, -1.004, 0.139

No. 5
Entry from the Open Molecules 2025 dataset: 3 unconnected molecules or ions with the total composition C5H18N2O3 (ωB97M-V/def2-TZVPD).

Cartesian coordinates (Å):
N  -1.58  -0.32  1.79
C  -1.37  1.11  2.02
C  -0.83  1.80  0.70
N  -0.68  1.03  -0.50
C  1.62  0.52  0.53
C  0.80  0.69  -0.76
C  0.75  -0.55  -1.73
O  2.05  -0.95  -2.22
H  -1.99  -0.69  2.65
H  -2.31  -0.45  1.10
H  -0.76  1.42  2.86
H  -2.34  1.56  2.32
H  -1.65  2.62  0.48
H  0.02  2.41  1.08
H  -1.28  0.23  -0.48
H  1.31  -0.40  1.13
H  1.59  1.44  1.19
H  2.67  0.31  0.40
H  1.21  1.57  -1.23
H  0.27  -1.40  -1.28
H  0.19  -0.15  -2.54
H  2.67  -0.99  -1.44
H  2.12  -2.97  -0.25
H  1.79  -3.60  1.15
O  1.60  -2.85  0.56
H  -1.86  0.38  -2.47
H  -1.67  -1.24  -2.58
O  -2.32  -0.53  -2.48

Results
LUMO (eV): 0.51
Highest occupied orbital energy (eV): -8.70

These are the Mulliken partial charges, in e, on atoms 1 to 5: -0.584, -0.498, -0.775, -0.246, -1.339

No. 6
Entry from the Open Molecules 2025 dataset: 4 unconnected molecules or ions with the total composition C5H18N2O4 (ωB97M-V/def2-TZVPD).

Cartesian coordinates (Å):
N  -1.13  -1.49  -1.23
C  -0.08  -0.50  -1.05
C  1.32  -1.11  -1.06
C  1.56  -2.00  0.17
C  1.97  -1.19  1.41
C  -0.21  0.60  -2.08
N  -0.62  1.81  -1.62
O  -0.04  0.41  -3.28
H  -0.74  -2.27  -1.71
H  -1.92  -1.14  -1.78
H  -0.20  -0.06  -0.06
H  1.49  -1.70  -1.96
H  2.00  -0.28  -1.07
H  0.63  -2.50  0.43
H  2.32  -2.76  -0.05
H  1.91  -1.77  2.34
H  2.97  -0.77  1.35
H  1.24  -0.40  1.59
H  -0.63  2.45  -2.39
H  -0.43  2.11  -0.64
H  -2.43  -1.31  2.89
H  -1.55  -1.77  1.69
O  -1.64  -1.06  2.36
H  0.84  3.25  0.82
H  -0.13  2.48  1.80
O  -0.05  2.91  0.93
H  -0.12  1.08  3.77
H  -0.89  0.41  2.58
O  -0.50  1.28  2.90

Results
⟨S²⟩: 0.750
LUMO (spin up / spin down) (eV): 3.21 / 3.13
2S+1: 2
Charge: -1
Highest occupied orbital energy (spin up / spin down) (eV): 0.58 / -6.27

These are the Mulliken partial charges, in e, on atoms 1 to 5: -0.534, 1.310, -0.848, -0.527, -1.103

No. 7
Entry from the Open Molecules 2025 dataset: 2 unconnected molecules or ions with the total composition C5H18N3O (ωB97M-V/def2-TZVPD).

Cartesian coordinates (Å):
C  0.41  1.88  -0.54
C  0.31  1.15  -1.93
C  -0.33  -0.22  -2.18
C  0.15  -1.35  -1.18
N  -0.59  -1.16  0.07
C  0.23  -1.26  1.29
N  0.85  -2.51  1.74
N  -1.10  1.78  -0.12
H  0.62  2.94  -0.61
H  1.00  1.40  0.25
H  1.36  1.16  -2.22
H  -0.18  1.89  -2.55
H  -1.41  -0.20  -2.02
H  -0.20  -0.60  -3.21
H  1.24  -1.32  -1.06
H  0.11  -2.44  -1.61
H  -1.34  -1.89  0.01
H  -0.53  -0.90  2.10
H  1.03  -0.51  1.17
H  0.37  -2.76  2.57
H  0.93  -3.13  0.95
H  -1.27  0.79  -0.44
H  -1.19  1.70  0.89
H  -1.67  2.42  -0.69
H  0.09  0.62  2.77
H  0.22  2.14  2.62
O  0.23  1.32  2.08

Results
LUMO (eV): -2.91
Charge: +1
Highest occupied orbital energy (eV): -12.49

These are the Mulliken partial charges, in e, on atoms 1 to 5: -0.578, -0.633, -1.164, -0.379, -0.349

No. 8
Entry from the Open Molecules 2025 dataset: 2 unconnected molecules or ions with the total composition C5H18N3Si (ωB97M-V/def2-TZVPD).

Cartesian coordinates (Å):
C  0.17  -2.25  -0.71
C  0.54  -1.32  1.46
C  -2.79  0.53  -0.78
C  -1.57  2.01  0.70
C  -0.39  0.07  -0.22
N  3.10  0.63  -1.27
N  -0.22  -1.26  0.27
N  -1.72  0.62  0.23
Si  3.01  0.65  0.42
H  -0.46  -2.16  -1.59
H  1.21  -2.12  -1.01
H  0.04  -3.25  -0.29
H  1.58  -0.87  1.26
H  0.10  -0.70  2.24
H  0.65  -2.34  1.81
H  -2.51  1.14  -1.64
H  -2.91  -0.51  -1.11
H  -3.74  0.89  -0.38
H  -1.26  2.62  -0.15
H  -2.51  2.39  1.10
H  -0.80  2.05  1.46
H  -0.40  0.09  -1.31
H  2.39  1.02  -1.86
H  3.94  0.39  -1.77
H  -1.99  0.03  1.03
H  4.08  -0.14  1.01
H  2.46  1.79  1.11

Results
LUMO (spin up / spin down) (eV): -4.07 / -4.07
Charge: +1
Highest occupied orbital energy (spin up / spin down) (eV): -10.37 / -10.37

These are the Mulliken partial charges, in e, on atoms 1 to 5: -0.969, -0.370, -0.942, -0.879, -0.832

No. 9
Entry from the Open Molecules 2025 dataset: 3 unconnected molecules or ions with the total composition C5H18NO2 (ωB97M-V/def2-TZVPD).

Cartesian coordinates (Å):
C  0.05  0.77  -0.57
C  -0.20  -0.48  0.24
C  0.05  -0.32  1.75
C  -1.20  0.05  2.57
C  -2.55  -0.58  2.17
N  1.57  1.03  -0.48
H  -0.41  1.64  -0.11
H  -0.09  0.60  -1.63
H  -1.21  -0.85  0.08
H  0.28  -1.37  -0.17
H  0.48  -1.27  2.09
H  0.73  0.50  1.98
H  -1.08  -0.22  3.63
H  -1.32  1.14  2.61
H  -3.26  0.10  1.69
H  -3.08  -1.03  3.01
H  -2.35  -1.39  1.47
H  1.88  1.54  -1.31
H  1.90  1.46  0.40
H  1.96  0.10  -0.68
H  3.91  1.10  -2.08
H  3.25  0.30  -3.35
O  3.28  0.43  -2.39
H  -1.33  -1.64  -3.34
H  -0.69  -0.53  -4.19
O  -0.56  -1.06  -3.40

Results
⟨S²⟩: 0.750
LUMO (spin up / spin down) (eV): 0.45 / 0.36
2S+1: 2
Highest occupied orbital energy (spin up / spin down) (eV): -2.91 / -11.40

These are the Mulliken partial charges, in e, on atoms 1 to 5: -1.276, -0.578, -0.704, -0.545, -1.100

| no. | largest force on an atom (eV/Å) |
| --- | --- |
| 1 | 13.25 |
| 2 | 5.96 |
| 3 | 2.47 |
| 4 | 3.77 |
| 5 | 4.21 |
| 6 | 1.39 |
| 7 | 2.89 |
| 8 | 1.70 |
| 9 | 2.16 |